Here is C25H13BrCl2F5N3O7ReS3 as an isolated structure from the Open Molecules 2025 dataset. Energies are from ωB97M-V with the def2-TZVPD basis set.

Structure (XYZ):
```
60
Properties=species:S:1:pos:R:3
Re 0.1440 -0.1328 0.2678
S 0.3177 -0.6278 2.4568
C 2.0204 -0.5153 2.8542
C 2.4678 -0.7875 4.1431
C 3.8171 -0.7258 4.4543
C 4.2568 -1.0018 5.7911
N 4.6084 -1.2190 6.8650
C 4.7455 -0.3894 3.4451
C 4.2981 -0.1206 2.1626
C 2.9392 -0.1791 1.8500
S 2.3859 0.1939 0.2379
C 6.1496 -0.3250 3.7370
N 7.2774 -0.2699 3.9569
H 1.7515 -1.0520 4.9113
H 5.0096 0.1381 1.3882
Br -3.4123 -1.2797 -5.8507
C -1.7889 -0.3524 -5.5122
C -1.1395 0.2706 -6.5642
N -0.0012 0.9405 -6.4027
C 0.5107 0.9979 -5.1720
C -0.0775 0.3998 -4.0662
C -1.2651 -0.2961 -4.2354
C 0.5684 0.5074 -2.7013
O 1.6409 1.0707 -2.5816
O -0.1569 -0.0368 -1.7851
H -1.5522 0.2286 -7.5658
H 1.4363 1.5427 -5.0388
H -1.7425 -0.7595 -3.3818
C -5.9668 1.3268 3.4566
C -4.8348 1.7750 2.5672
C -3.5278 1.8226 3.0438
C -2.4774 2.1652 2.2082
C -2.7292 2.4588 0.8770
C -4.0212 2.4279 0.3831
C -5.0676 2.0940 1.2317
S -1.3706 2.8220 -0.2133
O -1.8169 2.5746 -1.5546
O -0.9641 4.1698 0.1052
O -0.2827 1.8800 0.2460
H -5.6674 1.3300 4.5046
H -6.2689 0.3076 3.2036
H -6.8404 1.9719 3.3453
H -3.3236 1.5509 4.0731
H -1.4576 2.1569 2.5725
H -4.1881 2.6220 -0.6676
H -6.0800 2.0543 0.8420
Cl -4.1790 -0.5865 -1.5880
C -4.1641 -1.1882 0.0766
Cl -4.5955 -2.9144 0.1229
C -2.8197 -0.9607 0.8256
O -2.7722 -1.3826 1.9653
O -1.9747 -0.2666 0.1774
H -4.9414 -0.6605 0.6187
F -0.3248 -3.0824 0.8086
C 0.0242 -2.2669 -0.2469
F -0.9504 -2.4889 -1.1921
C 1.2835 -2.9477 -0.8237
F 2.2584 -3.0215 0.0978
F 1.0202 -4.2155 -1.2122
F 1.7662 -2.3065 -1.8938
```

Calculated values
Spin multiplicity: 2
Kohn-Sham gap (alpha / beta) (Ha): 0.2394 / 0.2483
Energy above the lowest of the compared OMol25 structures with the same formula, charge and spin (kJ/mol): 0.0
Total charge: -2
HOMO level (alpha / beta) (eV): -2.87 / -3.01

Here is a 12-piece molecular cluster, C25H14Cl44FO5P overall at a distorted geometry from the Open Molecules 2025 dataset. Energies are from ωB97M-V with the def2-TZVPD basis set.

Structure (XYZ):
```
90
Properties=species:S:1:pos:R:3
C 0.6361 1.8618 2.5095
C 0.6743 2.4773 1.1069
C -0.5185 2.0815 0.1850
C -1.1284 3.2598 -0.6044
C -1.5464 1.2262 0.8834
C -1.4783 -0.1556 0.7012
C -2.3868 -1.0047 1.2976
C -3.4169 -0.5266 2.0989
C -3.5123 0.8395 2.2890
C -2.5856 1.7028 1.6971
C -2.7782 3.1463 1.9728
O -1.9050 3.9564 2.1324
C -4.2110 3.5515 2.1160
F -4.5155 4.7596 1.6663
C -5.1132 2.7356 2.6538
P -6.8428 3.2097 2.7621
O -7.4411 2.9948 1.4311
O -6.9424 4.7270 3.2048
O -7.5369 2.3492 3.8750
C -4.6189 1.4051 3.1066
O -5.0769 0.8349 4.0577
H 1.5721 2.0950 3.0100
H -0.2031 2.2555 3.0688
H 0.5925 0.7805 2.4311
H 1.5792 2.1005 0.6325
H 0.7916 3.5547 1.1670
H -0.0784 1.4417 -0.5762
H -0.7610 3.2664 -1.6212
H -2.2081 3.2120 -0.5781
H -0.8550 4.1932 -0.1269
H -0.7088 -0.5772 0.0717
H -2.3399 -2.0750 1.1363
H -4.1215 -1.2097 2.5450
H -6.8872 5.2317 2.3808
H -8.2511 1.8615 3.4433
Cl 4.3787 2.0907 -1.6486
C 4.1430 0.3817 -1.2652
Cl 4.6500 -0.5775 -2.6518
Cl 5.1050 -0.0426 0.1486
Cl 2.4282 0.1140 -0.8944
Cl 1.8005 -1.6911 4.9365
C 2.9151 -2.1676 3.6505
Cl 3.4134 -3.8421 3.8740
Cl 2.1210 -1.9992 2.0832
Cl 4.3470 -1.1289 3.7036
Cl 1.9430 -2.7192 10.2679
C 0.5132 -2.8292 9.2388
Cl -0.9311 -2.9586 10.2453
Cl 0.3939 -1.3704 8.2433
Cl 0.6316 -4.2482 8.1995
Cl 4.7828 -2.7338 -5.4448
C 3.2933 -3.5964 -5.0351
Cl 3.6843 -5.2500 -4.5639
Cl 2.4935 -2.7629 -3.6953
Cl 2.2301 -3.6176 -6.4407
Cl -0.9923 0.7913 -3.2845
C -2.6476 1.0986 -3.8249
Cl -3.5638 1.9470 -2.5726
Cl -2.6122 2.0794 -5.2905
Cl -3.4301 -0.4490 -4.1633
Cl -0.7242 -3.7289 5.3641
C -1.0092 -5.2240 4.4778
Cl 0.5265 -6.0254 4.1708
Cl -2.0586 -6.2962 5.4109
Cl -1.7860 -4.8439 2.9335
Cl 7.4857 5.8650 -3.9682
C 7.0006 4.3779 -4.7809
Cl 8.4321 3.4827 -5.2970
Cl 6.0569 3.3839 -3.6598
Cl 6.0117 4.7729 -6.1899
Cl 2.6494 -3.9771 -9.8390
C 1.1559 -3.5437 -10.6732
Cl -0.1024 -3.2163 -9.4744
Cl 1.4235 -2.1019 -11.6544
Cl 0.6480 -4.8784 -11.7097
Cl 2.0126 -7.8688 -0.9845
C 2.2529 -6.3953 -0.0397
Cl 3.6342 -6.6110 1.0405
Cl 2.5723 -5.0457 -1.1346
Cl 0.8062 -6.0729 0.9167
Cl -4.3287 -5.7190 -0.2774
C -3.6623 -4.5889 -1.4568
Cl -3.1064 -3.1310 -0.6097
Cl -2.3020 -5.3352 -2.2902
Cl -4.9082 -4.1459 -2.6266
Cl 6.0260 8.9513 -0.8460
C 4.8707 8.1568 -1.9186
Cl 5.2806 8.5242 -3.5979
Cl 4.9333 6.4106 -1.6567
Cl 3.2423 8.7432 -1.5714
```

Calculated values
Spin multiplicity: 1
Structure (SMILES): CC[C@H](C)c1cccc2c1C(=O)C(F)=C(P(=O)(O)O)C2=O.ClC(Cl)(Cl)Cl.ClC(Cl)(Cl)Cl.ClC(Cl)(Cl)Cl.ClC(Cl)(Cl)Cl.ClC(Cl)(Cl)Cl.ClC(Cl)(Cl)Cl.ClC(Cl)(Cl)Cl.ClC(Cl)(Cl)Cl.ClC(Cl)(Cl)Cl.ClC(Cl)(Cl)Cl.ClC(Cl)(Cl)Cl
Kohn-Sham gap (Ha): 0.3157
Total charge: 0
HOMO level (eV): -9.81